[1]
Density functional theory data (ωB97M-V/def2-TZVPD) for C22H28Cl5N4O3RbS2 as an isolated structure.

CARTESIAN COORDINATES (ANGSTROEM)
Rb (-0.08093, 0.27465, -0.40472)
C (-6.98437, -0.14464, 0.41094)
C (-5.90426, 0.90110, 0.68051)
N (-4.95996, 1.05467, -0.40176)
C (-3.94268, 0.16776, -0.64495)
S (-3.06988, 0.36039, -2.09700)
N (-3.80600, -0.76878, 0.29411)
N (-2.67571, -1.47833, 0.18938)
C (-2.59654, -2.57759, 0.85889)
C (-3.70988, -3.13146, 1.70935)
C (-1.33596, -3.32521, 0.75553)
C (-1.20940, -4.61726, 1.28899)
C (-0.01279, -5.29718, 1.15665)
C (1.04361, -4.69079, 0.49427)
C (0.84067, -3.40490, 0.01015)
N (-0.29616, -2.73747, 0.14264)
H (-7.66833, -0.22696, 1.26050)
H (-6.51486, -1.11359, 0.24087)
H (-7.56850, 0.11778, -0.47461)
H (-5.34520, 0.62842, 1.57431)
H (-6.36312, 1.87665, 0.86622)
H (-5.22005, 1.60277, -1.20308)
H (-4.52380, -2.41190, 1.72720)
H (-3.37099, -3.31401, 2.73408)
H (-4.08751, -4.07888, 1.31115)
H (-2.04489, -5.07882, 1.79631)
H (0.09260, -6.29556, 1.56585)
H (1.99809, -5.18292, 0.36443)
H (1.63817, -2.87668, -0.50621)
Cl (6.87006, 2.25429, -4.13515)
C (5.35443, 1.57714, -3.63404)
C (4.89918, 1.72805, -2.32000)
Cl (5.87224, 2.61151, -1.18973)
C (3.69764, 1.18675, -1.91353)
Cl (3.12330, 1.38977, -0.29552)
C (2.84243, 0.42963, -2.79288)
O (1.76627, -0.08110, -2.41934)
C (3.35137, 0.31481, -4.13271)
Cl (2.37429, -0.58395, -5.24081)
C (4.55614, 0.86452, -4.52832)
Cl (5.09905, 0.66451, -6.16602)
C (1.81847, -1.72177, 3.22492)
S (1.11305, -0.09214, 2.85884)
C (-0.59628, -0.51437, 3.19170)
O (1.59195, 0.75144, 3.98472)
H (1.61509, -1.96340, 4.26986)
H (2.89292, -1.63119, 3.07049)
H (1.40884, -2.48424, 2.56140)
H (-0.90157, -1.31460, 2.51633)
H (-1.13218, 0.40602, 2.95742)
H (-0.69890, -0.81539, 4.23578)
C (0.42415, 4.10799, 2.66000)
C (-0.71372, 3.27797, 2.02120)
C (-1.27362, 4.05891, 0.81115)
C (-1.85144, 3.14599, 3.06547)
O (-0.25839, 2.05536, 1.64477)
H (0.09800, 5.08818, 3.03248)
H (1.21038, 4.25832, 1.91501)
H (0.84784, 3.52595, 3.48168)
H (-1.63960, 5.05930, 1.07674)
H (-2.09200, 3.48958, 0.36114)
H (-0.48417, 4.16228, 0.06146)
H (-2.27406, 4.11054, 3.37463)
H (-1.46038, 2.63544, 3.95068)
H (-2.65050, 2.53426, 2.63524)

charge: -2
multiplicity: 1
ΔE to the lowest compared entry with this formula, charge and spin: 46.6 kJ/mol
highest occupied orbital energy: -1.88 eV

How is the electron density shared among the atoms? According to natural (NBO), the charges in e are: number 1, Rb, carries 0.9081; number 2, C, carries -0.6200; number 3, C, carries -0.2161; number 4, N, carries -0.6150; number 5, C, carries 0.2934; number 6, S, carries -0.4550; number 7, N, carries -0.5204; number 8, N, carries -0.1669; number 9, C, carries 0.0961; number 10, C, carries -0.6841; number 11, C, carries 0.1943; number 12, C, carries -0.2749; number 13, C, carries -0.1767; number 14, C, carries -0.3021; number 15, C, carries 0.0483; number 16, N, carries -0.4304; number 17, H, carries 0.1869; number 18, H, carries 0.2247; number 19, H, carries 0.1879; number 20, H, carries 0.2192; number 21, H, carries 0.1764; number 22, H, carries 0.3943; number 23, H, carries 0.2526; number 24, H, carries 0.2014; number 25, H, carries 0.1986; number 26, H, carries 0.2097; number 27, H, carries 0.1985; number 28, H, carries 0.2084; number 29, H, carries 0.2056; number 30, Cl, carries -0.0154; number 31, C, carries -0.1860; number 32, C, carries -0.0478; number 33, Cl, carries 0.0038; number 34, C, carries -0.1818; number 35, Cl, carries 0.0314; number 36, C, carries 0.3633; number 37, O, carries -0.7326; number 38, C, carries -0.1102; number 39, Cl, carries -0.0104; number 40, C, carries -0.0840; number 41, Cl, carries -0.0083; number 42, C, carries -0.8416; number 43, S, carries 1.3180; number 44, C, carries -0.8533; number 45, O, carries -1.0112; number 46, H, carries 0.2087; number 47, H, carries 0.2217; number 48, H, carries 0.2198; number 49, H, carries 0.2240; number 50, H, carries 0.2955; number 51, H, carries 0.2064; number 52, C, carries -0.6390; number 53, C, carries 0.2700; number 54, C, carries -0.6352; number 55, C, carries -0.6421; number 56, O, carries -1.0123; number 57, H, carries 0.1615; number 58, H, carries 0.1967; number 59, H, carries 0.2162; number 60, H, carries 0.1664; number 61, H, carries 0.2053; number 62, H, carries 0.1968; number 63, H, carries 0.1700; number 64, H, carries 0.1946; number 65, H, carries 0.1983

---

[2]
Density functional theory data (ωB97M-V/def2-TZVPD) for a 2-piece molecular cluster, C4H8O2 overall.

CARTESIAN COORDINATES (ANGSTROEM)
C (-1.15254, -1.24751, -0.51942)
C (-0.25774, -2.39274, -0.69100)
O (-1.59708, -2.22780, 0.16205)
H (-1.69884, -0.38735, -0.89813)
H (-0.51489, -3.03955, -1.53456)
C (0.87004, 2.15414, 0.10116)
O (0.44207, 0.91365, -0.41297)
C (0.17612, -0.04695, 0.57332)
H (0.11777, 2.60364, 0.76779)
H (1.81442, 2.06146, 0.65917)
H (1.03090, 2.82568, -0.74679)
H (-0.62718, 0.26769, 1.25854)
H (1.06072, -0.23747, 1.21223)
H (0.33623, -1.24688, 0.06861)

charge: 0
multiplicity: 1
ΔE to the lowest compared entry with this formula, charge and spin: 783.4 kJ/mol
highest occupied orbital energy: -8.47 eV
structure (SMILES): C1=CO1.COC

How is the electron density shared among the atoms? According to natural (NBO), the charges in e are: number 1, C, carries 0.2751; number 2, C, carries -0.3228; number 3, O, carries -0.4468; number 4, H, carries 0.2254; number 5, H, carries 0.1716; number 6, C, carries -0.2436; number 7, O, carries -0.5509; number 8, C, carries -0.3641; number 9, H, carries 0.1652; number 10, H, carries 0.1686; number 11, H, carries 0.1946; number 12, H, carries 0.1816; number 13, H, carries 0.2067; number 14, H, carries 0.3394

---

[3]
Density functional theory data (ωB97M-V/def2-TZVPD) for CN2O2 as an isolated structure in a non-equilibrium geometry.

CARTESIAN COORDINATES (ANGSTROEM)
C (-0.79053, -0.13270, 0.22844)
N (-0.73057, 0.52804, -0.78516)
N (1.63044, -0.27036, 0.06337)
O (-0.37058, -0.72499, 1.12898)
O (1.03397, 0.42072, -0.63870)

charge: 0
multiplicity: 1
ΔE to the lowest compared entry with this formula, charge and spin: 651.3 kJ/mol
highest occupied orbital energy: -10.53 eV

How is the electron density shared among the atoms? According to natural (NBO), the charges in e are: number 1, C, carries 0.6674; number 2, N, carries -0.4524; number 3, N, carries 0.3070; number 4, O, carries -0.4960; number 5, O, carries -0.0260

---

[4]
Density functional theory data (ωB97M-V/def2-TZVPD) for CH6NOS as an isolated structure in a non-equilibrium geometry.

CARTESIAN COORDINATES (ANGSTROEM)
C (-0.00520, 0.37412, -0.60213)
N (-0.84840, -0.74109, 0.09478)
O (-0.28451, 1.61014, -0.10021)
S (1.85619, 0.01886, -0.34105)
H (-0.12039, 0.27687, -1.72359)
H (-0.31784, -1.72370, 0.27890)
H (-1.88132, -0.95313, -0.25490)
H (-0.96697, -0.41477, 1.09298)
H (0.49503, 1.98435, 0.23153)
H (2.07341, -0.43164, 1.32369)

charge: +1
multiplicity: 1
ΔE to the lowest compared entry with this formula, charge and spin: 195.1 kJ/mol
highest occupied orbital energy: -14.56 eV

How is the electron density shared among the atoms? According to natural (NBO), the charges in e are: number 1, C, carries 0.1503; number 2, N, carries -0.7743; number 3, O, carries -0.6742; number 4, S, carries -0.0752; number 5, H, carries 0.2342; number 6, H, carries 0.4857; number 7, H, carries 0.4773; number 8, H, carries 0.4564; number 9, H, carries 0.5152; number 10, H, carries 0.2045

---

[5]
Density functional theory data (ωB97M-V/def2-TZVPD) for C21H28N4O3S as an isolated structure in a non-equilibrium geometry.

CARTESIAN COORDINATES (ANGSTROEM)
C (2.99194, -3.76619, -1.28341)
C (2.94960, -2.27404, -1.34343)
C (1.90629, -1.59114, -0.58316)
C (2.09550, -0.25353, -0.56350)
C (3.17241, 0.37223, -1.35910)
C (4.19617, -0.25285, -1.85897)
C (4.25036, -1.56065, -1.87593)
H (4.76014, -2.29418, -2.49532)
H (4.85527, 0.15087, -2.35844)
C (3.17756, 1.96666, -1.12350)
H (3.77564, 2.29023, -1.62699)
H (3.48014, 2.10716, -0.01495)
H (2.25240, 2.32530, -1.43174)
N (1.07416, 0.43658, 0.34226)
C (-0.14521, 0.55043, -0.24395)
O (-0.87822, 1.13949, 0.63641)
C (-0.26319, 0.45182, -1.75334)
C (-1.39569, 1.32341, -2.12421)
C (-1.20943, 2.70865, -2.07240)
O (0.10546, 3.14450, -1.69360)
N (-2.00976, 3.56615, -2.36774)
C (-3.24520, 3.54437, -2.48212)
N (-3.98786, 2.42967, -2.79408)
C (-5.16239, 2.70602, -3.08279)
C (-5.83848, 3.69684, -3.26527)
S (-4.39190, 4.99507, -2.89689)
H (-6.48174, 4.34702, -3.64367)
H (-5.99968, 1.73926, -3.35748)
H (-1.56427, 4.66277, -2.17686)
H (-2.34144, 1.24118, -1.52534)
H (-1.87303, 0.99091, -3.11648)
H (-0.67479, -0.79427, -1.81332)
H (0.50437, 0.55617, -2.19378)
C (1.56887, 0.66407, 1.56114)
H (2.62271, 0.82126, 1.69171)
H (0.79864, 1.60091, 2.12463)
C (1.00518, -0.63183, 2.45754)
O (2.01751, -1.05527, 3.17396)
N (-0.24613, -0.62338, 2.75468)
H (-0.78591, 0.03035, 2.39379)
C (-0.86229, -1.52122, 3.38619)
C (-0.33327, -1.65832, 5.09628)
H (-0.87239, -2.57950, 5.41839)
H (0.74109, -1.90885, 4.83512)
H (-0.68914, -0.93281, 5.40816)
C (-0.66393, -2.93814, 2.58026)
H (-0.89570, -2.90679, 1.57160)
H (-1.07569, -3.72346, 3.06031)
H (0.35225, -3.28457, 2.73506)
C (-2.36100, -1.46297, 3.45249)
H (-2.71515, -0.49570, 3.80762)
H (-2.80529, -1.38123, 2.27589)
H (-3.18347, -2.17129, 3.71874)
H (1.34275, -2.05138, -0.08444)
H (3.81328, -4.09353, -1.95574)
H (2.03153, -4.02773, -1.55740)
H (3.11042, -4.32447, -0.36288)

charge: 0
multiplicity: 1
ΔE to the lowest compared entry with this formula, charge and spin: 2323.8 kJ/mol
highest occupied orbital energy: -8.09 eV

How is the electron density shared among the atoms? According to natural (NBO), the charges in e are: number 1, C, carries -0.6579; number 2, C, carries 0.0547; number 3, C, carries -0.2590; number 4, C, carries 0.2757; number 5, C, carries -0.0215; number 6, C, carries -0.2497; number 7, C, carries -0.1880; number 8, H, carries 0.2159; number 9, H, carries 0.1986; number 10, C, carries -0.5457; number 11, H, carries 0.1513; number 12, H, carries 0.1927; number 13, H, carries 0.2404; number 14, N, carries -0.4753; number 15, C, carries 0.6837; number 16, O, carries -0.7076; number 17, C, carries -0.3623; number 18, C, carries -0.5253; number 19, C, carries 0.6764; number 20, O, carries -0.7044; number 21, N, carries -0.5966; number 22, C, carries 0.3566; number 23, N, carries -0.5367; number 24, C, carries 0.0192; number 25, C, carries -0.2601; number 26, S, carries 0.0983; number 27, H, carries 0.2427; number 28, H, carries 0.1762; number 29, H, carries 0.4658; number 30, H, carries 0.2961; number 31, H, carries 0.2740; number 32, H, carries 0.2166; number 33, H, carries 0.1947; number 34, C, carries -0.2446; number 35, H, carries 0.2497; number 36, H, carries 0.2192; number 37, C, carries 0.6709; number 38, O, carries -0.6560; number 39, N, carries -0.6528; number 40, H, carries 0.4356; number 41, C, carries 0.1814; number 42, C, carries -0.5572; number 43, H, carries 0.1878; number 44, H, carries 0.2562; number 45, H, carries 0.1440; number 46, C, carries -0.6282; number 47, H, carries 0.1976; number 48, H, carries 0.2060; number 49, H, carries 0.2174; number 50, C, carries -0.6407; number 51, H, carries 0.2059; number 52, H, carries 0.1847; number 53, H, carries 0.2586; number 54, H, carries 0.1767; number 55, H, carries 0.2081; number 56, H, carries 0.2127; number 57, H, carries 0.2275

---

[6]
Density functional theory data (ωB97M-V/def2-TZVPD) for a 2-piece molecular cluster, C7H16N3 overall in a non-equilibrium geometry.

CARTESIAN COORDINATES (ANGSTROEM)
C (0.34567, 0.13998, 0.21651)
C (2.58870, 0.46707, 0.07128)
C (2.21143, -0.91554, -0.52403)
C (1.04640, 2.43984, 0.66998)
C (0.11015, -2.25370, -0.19934)
C (-2.24750, -0.22497, -1.24023)
C (-2.63108, 0.34320, 1.17891)
N (1.28177, 1.07149, 0.37895)
N (0.77493, -0.98821, -0.21299)
N (-2.05634, 0.55147, -0.08048)
H (3.12692, 0.44585, 0.97430)
H (3.09635, 1.03587, -0.58026)
H (2.48030, -1.00722, -1.57003)
H (2.74249, -1.79369, -0.02764)
H (0.00439, 2.42464, 0.84796)
H (1.57866, 2.65050, 1.50589)
H (1.14908, 3.25623, -0.12737)
H (-0.40739, -2.37456, -1.19373)
H (0.76429, -3.14636, -0.04893)
H (-0.77517, -2.44227, 0.50313)
H (-3.05947, 0.37359, -1.73086)
H (-2.28245, -1.36463, -1.24988)
H (-1.39011, 0.00633, -1.87364)
H (-2.22646, 1.10866, 1.85932)
H (-2.61799, -0.63315, 1.50913)
H (-3.60758, 0.82958, 0.94405)

charge: +1
multiplicity: 1
ΔE to the lowest compared entry with this formula, charge and spin: 608.0 kJ/mol
highest occupied orbital energy (alpha / beta): -12.92 / -12.83 eV

How is the electron density shared among the atoms? According to natural (NBO), the charges in e are: number 1, C, carries 0.5754; number 2, C, carries -0.2202; number 3, C, carries -0.2266; number 4, C, carries -0.3970; number 5, C, carries -0.4333; number 6, C, carries -0.4917; number 7, C, carries -0.4566; number 8, N, carries -0.4023; number 9, N, carries -0.4458; number 10, N, carries -0.1578; number 11, H, carries 0.2133; number 12, H, carries 0.2162; number 13, H, carries 0.2249; number 14, H, carries 0.2270; number 15, H, carries 0.2257; number 16, H, carries 0.2094; number 17, H, carries 0.2222; number 18, H, carries 0.2111; number 19, H, carries 0.2446; number 20, H, carries 0.2357; number 21, H, carries 0.2772; number 22, H, carries 0.2044; number 23, H, carries 0.2362; number 24, H, carries 0.2351; number 25, H, carries 0.2040; number 26, H, carries 0.2690